Record 1
# C27H55Cl2NP2Ti

A structure of composition C27H55Cl2NP2Ti in a non-equilibrium geometry (ωB97M-V with the def2-TZVPD basis set, OMol25).

Geometry as XYZ:
```
88
Properties=species:S:1:pos:R:3
Ti 0.557 -0.157 0.438
Cl 0.841 -0.021 -1.945
P -0.308 -2.501 -0.251
C 0.881 -3.405 -1.389
C -0.471 -3.612 1.245
C -1.914 -2.633 -1.195
C 2.285 -2.830 -1.267
H 0.489 -3.181 -2.400
C 0.965 -4.919 -1.199
H 1.522 -5.175 -0.289
H 1.531 -5.337 -2.046
H 0.001 -5.436 -1.179
H 2.346 -1.837 -1.723
H 2.998 -3.488 -1.778
H 2.604 -2.751 -0.221
H -1.650 -2.104 -2.127
C -3.093 -1.883 -0.545
C -2.270 -4.091 -1.524
H -1.582 -4.514 -2.268
H -3.284 -4.125 -1.942
H -2.266 -4.726 -0.624
H -2.761 -1.106 0.156
H -3.778 -2.568 -0.025
H -3.668 -1.388 -1.342
C 0.757 -3.380 2.119
H -0.497 -4.650 0.882
C -1.712 -3.291 2.071
H 1.705 -3.600 1.602
H 0.705 -4.017 3.008
H 0.795 -2.349 2.487
H -1.802 -2.212 2.238
H -1.614 -3.748 3.065
H -2.647 -3.661 1.628
Cl -0.967 0.003 2.198
H -0.839 0.286 -0.236
P 0.440 2.469 -0.221
C -0.458 3.246 -1.664
C 0.017 3.591 1.220
C 2.225 2.813 -0.680
C -1.816 2.577 -1.906
H 0.198 2.999 -2.515
C -0.596 4.772 -1.575
H -1.400 5.068 -0.887
H -0.853 5.156 -2.574
H 0.330 5.270 -1.266
H -1.684 1.574 -2.324
H -2.396 3.176 -2.622
H -2.403 2.484 -0.983
H 2.294 2.258 -1.631
C 3.162 2.182 0.351
C 2.618 4.269 -0.941
H 2.188 4.681 -1.862
H 3.714 4.297 -1.054
H 2.373 4.923 -0.093
H 2.653 1.623 1.157
H 3.754 2.959 0.840
H 3.841 1.479 -0.140
C -1.459 3.396 1.589
H 0.190 4.617 0.864
C 0.923 3.302 2.415
H -2.139 3.929 0.914
H -1.631 3.778 2.603
H -1.726 2.331 1.608
H 0.904 2.240 2.691
H 0.557 3.862 3.286
H 1.962 3.600 2.233
C -0.383 -0.793 5.397
N 0.757 -1.288 4.645
C 1.373 -2.432 5.309
C 1.648 -0.214 4.239
C 2.696 -0.630 3.249
C 3.962 -0.978 3.758
C 5.014 -1.266 2.868
C 4.790 -1.204 1.492
C 3.520 -0.881 1.007
C 2.451 -0.634 1.856
H -0.070 -0.372 6.373
H -1.092 -1.613 5.587
H -0.886 -0.020 4.818
H 2.156 -2.881 4.701
H 1.789 -2.172 6.302
H 0.590 -3.190 5.472
H 1.007 0.524 3.747
H 2.096 0.272 5.129
H 4.129 -1.016 4.854
H 6.022 -1.463 3.241
H 5.594 -1.379 0.780
H 3.408 -0.800 -0.073
```

Properties
total charge = -1
relative energy (zero: lowest compared OMol25 entry of this formula, charge and spin) = 0.0 kcal per mole
LUMO energy (spin up / spin down) = 2.79 / 2.79 eV
maximum force = 1.5 eV/A
energy = -97122.1393 eV
multiplicity = 2
HOMO-LUMO gap (spin up / spin down) = 6.35 / 6.70 eV

Record 2
# C27H55Cl4N5

A structure of composition C27H55Cl4N5 in a non-equilibrium geometry (ωB97M-V with the def2-TZVPD basis set, OMol25).

Geometry as XYZ:
```
91
Properties=species:S:1:pos:R:3
C -1.857 -3.978 1.456
C -0.828 -2.867 1.394
N 0.573 -3.346 1.406
C 0.777 -3.996 2.714
C 2.051 -4.792 2.960
C 0.826 -4.251 0.258
C 0.577 -3.508 -1.077
H -1.942 -4.511 2.403
H -1.701 -4.790 0.746
H -2.873 -3.637 1.255
H -0.985 -2.175 0.566
H -1.065 -2.234 2.250
H 0.858 -3.184 3.437
H -0.033 -4.635 3.067
H 2.172 -5.603 2.242
H 2.948 -4.180 2.871
H 2.175 -5.339 3.894
H 0.316 -5.206 0.386
H 1.885 -4.504 0.213
H 0.960 -2.491 -1.157
H -0.445 -3.197 -1.293
H 1.020 -4.067 -1.902
C -5.421 1.250 -3.576
C -4.096 1.999 -3.582
N -3.034 1.239 -4.284
C -2.746 -0.103 -3.775
C -2.012 -0.227 -2.420
C -1.897 2.097 -4.624
C -1.026 1.550 -5.796
H -6.269 1.909 -3.390
H -5.462 0.376 -2.926
H -5.661 0.838 -4.556
H -4.231 2.977 -4.044
H -3.806 2.153 -2.543
H -3.674 -0.635 -3.567
H -2.159 -0.707 -4.468
H -0.972 0.098 -2.426
H -2.629 0.294 -1.687
H -2.067 -1.263 -2.086
H -1.290 2.203 -3.725
H -2.155 3.131 -4.852
H -0.523 0.601 -5.613
H -0.223 2.250 -6.025
H -1.701 1.349 -6.628
C 2.651 5.158 1.801
C 1.552 4.247 1.337
N 1.738 3.702 -0.009
C 2.796 2.665 -0.131
C 2.433 1.252 0.382
C 0.486 3.349 -0.683
C 0.665 3.179 -2.204
H 2.571 5.337 2.873
H 2.687 6.131 1.311
H 3.646 4.719 1.721
H 1.491 3.368 1.979
H 0.618 4.788 1.491
H 3.196 2.598 -1.143
H 3.695 2.946 0.417
H 1.836 0.665 -0.317
H 3.302 0.605 0.506
H 1.785 1.295 1.257
H -0.250 4.126 -0.472
H 0.153 2.427 -0.207
H -0.295 2.889 -2.631
H 1.418 2.416 -2.399
H 0.933 4.124 -2.676
C -0.480 -0.298 -0.235
Cl -0.732 1.470 -0.566
Cl -2.024 -1.161 -0.384
Cl 0.775 -0.885 -1.342
Cl 0.162 -0.524 1.449
N 1.915 -1.686 1.900
C 2.337 -0.402 1.973
C 3.693 -0.456 1.740
C 4.077 -1.752 1.304
C 2.932 -2.453 1.360
H 0.957 -1.987 2.004
H 1.695 0.451 2.133
H 4.405 0.356 1.729
H 5.035 -2.119 0.965
H 2.654 -3.473 1.141
N -0.748 1.749 3.939
C -0.723 1.084 5.127
C -0.769 -0.295 4.949
C -0.962 -0.456 3.573
C -1.027 0.796 2.953
H -0.824 2.750 3.826
H -0.651 1.733 5.988
H -0.754 -1.007 5.760
H -1.177 -1.394 3.084
H -1.227 1.087 1.932
```

Properties
LUMO energy = 0.21 eV
maximum force = 11.1 eV/A
energy = -86406.7693 eV
multiplicity = 1
HOMO-LUMO gap = 7.03 eV

Record 3
# C27H55N4O10S4

A structure of composition C27H55N4O10S4 in a non-equilibrium geometry (ωB97M-V with the def2-TZVPD basis set, OMol25).

Geometry as XYZ:
```
100
Properties=species:S:1:pos:R:3
C 3.054 0.211 4.438
C 3.058 1.000 3.093
C 2.019 2.164 3.174
C 2.495 3.394 2.370
C 2.654 2.979 0.877
C 2.091 3.966 -0.170
C 0.715 4.581 0.156
C -0.351 3.587 0.662
N -1.349 3.242 -0.384
C -2.664 2.875 0.195
C -3.307 1.548 -0.255
C -4.034 1.612 -1.638
C -5.428 0.946 -1.497
C -5.335 -0.583 -1.234
C -6.375 -1.103 -0.235
C -5.920 -0.944 1.252
C -6.589 -2.001 2.153
C -0.828 2.316 -1.315
S -1.012 2.600 -2.911
S 0.068 0.849 -0.770
C 1.553 0.691 -1.809
C 2.579 -0.233 -1.068
C 2.279 -1.676 -1.494
S 3.235 -2.909 -0.569
O 4.506 -2.285 -0.304
O 2.565 -3.203 0.677
N 3.405 -4.219 -1.539
S 2.231 -5.347 -1.325
O 2.367 -6.291 -2.412
O 2.303 -6.048 -0.073
C 0.625 -4.538 -1.524
C -0.443 -5.480 -2.128
C -1.533 -4.555 -2.749
C -2.693 -5.340 -3.368
O -3.355 -4.540 -4.402
C -3.621 -3.296 -3.995
O -3.571 -2.374 -4.698
H 3.830 0.570 5.110
H 3.175 -0.860 4.284
H 2.072 0.374 4.903
H 4.058 1.394 2.880
H 2.781 0.279 2.316
H 1.082 1.742 2.784
H 1.895 2.424 4.234
H 1.879 4.286 2.532
H 3.497 3.632 2.757
H 3.734 2.902 0.688
H 2.244 1.978 0.709
H 2.806 4.777 -0.394
H 1.985 3.413 -1.117
H 0.341 5.056 -0.760
H 0.827 5.360 0.919
H -0.926 4.110 1.437
H 0.051 2.685 1.140
H -2.645 2.865 1.293
H -3.374 3.671 -0.082
H -2.648 0.675 -0.176
H -4.118 1.353 0.464
H -3.455 1.138 -2.435
H -4.240 2.659 -1.895
H -6.065 1.159 -2.364
H -5.915 1.397 -0.617
H -5.528 -1.083 -2.193
H -4.315 -0.831 -0.914
H -7.363 -0.633 -0.331
H -6.530 -2.183 -0.385
H -6.222 0.059 1.581
H -4.829 -1.048 1.252
H -7.672 -1.843 2.218
H -6.412 -2.990 1.714
H -6.177 -1.930 3.165
H 1.270 0.191 -2.741
H 2.031 1.639 -2.065
H 3.578 0.058 -1.400
H 2.454 -0.105 0.011
H 2.360 -1.831 -2.574
H 1.224 -1.862 -1.246
H 0.269 -4.140 -0.570
H 0.767 -3.748 -2.266
H -0.886 -6.113 -1.352
H 0.002 -6.083 -2.926
H -1.008 -3.923 -3.476
H -1.848 -3.888 -1.933
H -3.443 -5.549 -2.594
H -2.328 -6.234 -3.872
H -3.903 -3.116 -2.938
C 5.981 -2.808 6.545
N 5.257 -1.564 6.160
O 4.048 -1.558 6.284
O 5.937 -0.643 5.746
H 5.257 -3.537 6.891
H 6.504 -3.168 5.663
H 6.679 -2.547 7.335
C 3.812 6.194 -3.864
N 3.774 5.878 -2.409
O 3.044 6.556 -1.706
O 4.478 4.963 -2.031
H 3.142 7.024 -4.056
H 4.837 6.455 -4.114
H 3.493 5.305 -4.401
```

Properties
total charge = -1
LUMO energy = 1.60 eV
maximum force = 3.8 eV/A
energy = -98661.0665 eV
multiplicity = 1
HOMO-LUMO gap = 7.47 eV